No. 1
DFT (ωB97M-V with the def2-TZVPD basis set) results for 2 unconnected molecules or ions with the total composition C2H8NO at a distorted geometry.

Geometry as ORCA input:
```
! RIJCOSX wB97M-V def2-TZVPD def2/J DEFGRID3
* xyz 1 1
O -2.391 0.028 -0.236
H -0.637 -0.102 0.007
H -2.811 0.875 -0.426
H -3.067 -0.488 0.228
C 1.219 -0.956 -0.463
C 0.867 1.107 0.725
N 0.376 0.130 0.085
H 0.658 -1.423 -1.254
H 2.131 -0.542 -0.886
H 1.475 -1.685 0.307
H 0.236 1.939 1.012
H 1.944 1.116 0.900
*
```

The strongest force on any atom is 1.511 eV/A. The calculation puts the total energy at -210.72700 Eh. For the energy relative to the best compared isomer or geometry (same formula, charge and spin), the calculation gives 16.4 kcal/mol. The calculation puts the HOMO-LUMO gap at 0.42713 Eh.

No. 2
DFT (ωB97M-V with the def2-TZVPD basis set) results for 3 unconnected molecules or ions with the total composition C3H11NO4 at a distorted geometry.

Geometry as ORCA input:
```
! RIJCOSX wB97M-V def2-TZVPD def2/J DEFGRID3
* xyz 0 1
C 1.843 0.567 0.850
N 0.868 0.114 -0.123
C 0.091 1.200 -0.676
C -1.392 1.026 -0.441
O -1.772 1.467 0.777
O -2.173 0.518 -1.207
H 2.615 1.238 0.478
H 2.322 -0.322 1.231
H 1.358 1.122 1.646
H 1.286 -0.357 -0.909
H 0.138 1.324 -1.758
H 0.379 2.196 -0.359
H -2.676 1.185 0.975
H -0.084 -2.187 -1.676
H -1.098 -1.148 -2.118
O -0.368 -1.689 -2.454
H -0.711 -1.654 1.326
H 0.056 -2.195 2.510
O -0.681 -2.406 1.928
*
```

The strongest force on any atom is 1.692 eV/A. The calculation puts the total energy at -476.62212 Eh. For the energy relative to the best compared isomer or geometry (same formula, charge and spin), the calculation gives 34.8 kcal/mol. The calculation puts the HOMO-LUMO gap at 0.37908 Eh.

No. 3
DFT (ωB97M-V with the def2-TZVPD basis set) results for 2 unconnected molecules or ions with the total composition C8H16N2O at a distorted geometry.

Geometry as ORCA input:
```
! RIJCOSX wB97M-V def2-TZVPD def2/J DEFGRID3
* xyz 0 1
C -0.568 -1.544 -0.856
C -0.990 -0.809 -1.711
C 0.490 3.208 0.550
C -1.233 -0.008 -2.830
C -0.158 -1.290 1.478
C -1.950 -2.930 0.637
C 2.207 1.808 1.587
C -0.547 -2.266 0.396
N 1.030 1.100 -0.310
N 1.230 2.089 0.532
O -0.311 3.639 -0.479
H 0.926 3.892 1.346
H -2.200 -0.157 -3.357
H -0.648 -0.263 -3.728
H -1.319 1.068 -2.511
H 0.471 -0.536 1.059
H 0.503 -1.832 2.300
H -1.054 -0.793 1.939
H -2.669 -2.222 1.052
H -2.044 -3.926 1.192
H -2.404 -3.281 -0.388
H 2.960 2.588 1.974
H 1.586 1.341 2.453
H 2.731 0.901 1.136
H 0.239 -2.941 0.405
H 0.496 1.282 -1.060
H -0.031 3.147 -1.326
*
```

The strongest force on any atom is 5.556 eV/A. The calculation puts the total energy at -498.93732 Eh. For the energy relative to the best compared isomer or geometry (same formula, charge and spin), the calculation gives 156.0 kcal/mol. The calculation puts the HOMO-LUMO gap (spin up / spin down) at 0.29554 / 0.29558 Eh.

No. 4
DFT (ωB97M-V with the def2-TZVPD basis set) results for 7 unconnected molecules or ions with the total composition C35H61BN3O22S3 at a distorted geometry.

Geometry as ORCA input:
```
! RIJCOSX wB97M-V def2-TZVPD def2/J DEFGRID3
* xyz 1 1
C -0.047 -3.344 3.780
O 0.687 -3.143 2.518
B -0.312 -2.941 1.548
O -1.150 -4.027 1.274
N -0.499 -1.549 0.878
C -1.097 -0.698 1.989
C -1.665 0.687 1.547
C -0.545 1.794 1.317
S -1.077 3.461 1.958
C -0.616 4.579 0.586
S -1.431 5.938 0.198
N 0.542 4.185 -0.196
C 1.762 4.128 0.475
C 2.687 3.719 -0.576
N 1.972 3.559 -1.771
C 0.652 3.828 -1.537
C -1.367 -1.685 -0.346
C -0.783 -2.593 -1.499
C -1.796 -2.438 -2.705
C -2.872 -3.422 -2.935
C -3.786 -3.168 -4.054
C -3.675 -1.984 -4.917
C -2.587 -1.025 -4.691
C -1.669 -1.279 -3.573
S 1.169 -1.041 0.472
C 1.194 0.131 -0.968
O 1.863 -0.483 1.625
O 1.950 -2.199 0.029
H -1.119 -2.988 3.715
H 0.423 -2.763 4.613
H -0.033 -4.452 3.968
H -0.563 -4.759 1.002
H -0.403 -0.575 2.861
H -1.972 -1.298 2.386
H -2.282 1.066 2.416
H -2.379 0.663 0.682
H -0.469 1.929 0.209
H 0.422 1.561 1.821
H 1.895 4.375 1.546
H 3.774 3.582 -0.388
H -0.173 3.810 -2.278
H -1.617 -0.701 -0.834
H -2.356 -2.137 -0.048
H -0.763 -3.686 -1.273
H 0.206 -2.269 -1.904
H -2.998 -4.320 -2.284
H -4.611 -3.877 -4.289
H -4.387 -1.771 -5.751
H -2.444 -0.127 -5.342
H -0.862 -0.526 -3.406
H 0.179 0.489 -1.262
H 1.777 -0.290 -1.821
H 1.765 1.040 -0.609
C 8.627 0.382 -1.557
O 7.689 -0.634 -1.197
C 6.476 -0.175 -0.882
O 6.131 0.980 -0.880
O 5.703 -1.224 -0.568
C 4.369 -0.885 -0.211
H 9.570 -0.108 -1.790
H 8.288 0.923 -2.441
H 8.789 1.069 -0.725
H 3.861 -0.398 -1.045
H 4.356 -0.249 0.675
H 3.854 -1.804 0.018
C -0.226 -4.987 -8.444
O -0.085 -4.255 -7.225
C 0.919 -4.673 -6.448
O 1.674 -5.577 -6.691
O 0.938 -3.907 -5.347
C 1.969 -4.243 -4.419
H -1.067 -4.561 -8.988
H 0.670 -4.889 -9.058
H -0.440 -6.036 -8.240
H 2.953 -4.117 -4.872
H 1.842 -5.263 -4.054
H 1.889 -3.562 -3.572
C -8.398 0.718 1.880
O -7.643 1.700 2.590
C -6.553 2.127 1.947
O -6.180 1.758 0.860
O -5.945 3.035 2.717
C -4.757 3.583 2.147
H -9.253 0.450 2.498
H -8.765 1.123 0.936
H -7.800 -0.178 1.707
H -4.981 4.104 1.216
H -4.015 2.801 1.983
H -4.350 4.303 2.855
C -0.979 3.442 8.316
O 0.199 2.745 7.903
C 0.071 2.083 6.754
O -0.921 2.033 6.070
O 1.240 1.481 6.488
C 1.252 0.731 5.279
H -0.753 3.939 9.258
H -1.256 4.198 7.581
H -1.801 2.744 8.480
H 1.064 1.380 4.420
H 0.518 -0.077 5.320
H 2.243 0.294 5.171
C 5.199 -5.292 -1.080
O 4.890 -6.174 -2.157
C 5.928 -6.916 -2.571
O 7.041 -6.886 -2.117
O 5.507 -7.693 -3.575
C 6.516 -8.544 -4.119
H 4.290 -4.744 -0.831
H 5.516 -5.851 -0.200
H 5.965 -4.574 -1.378
H 6.888 -9.234 -3.361
H 7.333 -7.955 -4.537
H 6.060 -9.123 -4.921
C -5.063 9.193 4.686
O -4.659 9.913 3.522
C -4.219 9.142 2.523
O -4.143 7.938 2.537
O -3.877 9.938 1.504
C -3.387 9.244 0.360
H -5.398 9.920 5.423
H -5.893 8.523 4.456
H -4.224 8.636 5.104
H -4.150 8.576 -0.042
H -2.481 8.689 0.607
H -3.142 9.985 -0.399
*
```

The strongest force on any atom is 6.268 eV/A. The calculation puts the total energy at -4408.91959 Eh. The calculation puts the HOMO-LUMO gap at 0.29125 Eh.

No. 5
DFT (ωB97M-V with the def2-TZVPD basis set) results for a single C5H4O2 molecule.

Geometry as ORCA input:
```
! RIJCOSX wB97M-V def2-TZVPD def2/J DEFGRID3
* xyz 0 1
O 1.253 -1.096 -1.652
C 0.738 -0.264 -0.955
C 1.082 0.108 0.488
C -0.311 -0.071 1.064
C -1.281 0.024 0.141
C -0.656 0.362 -1.162
O -1.066 1.015 -2.089
H 1.835 -0.546 0.932
H 1.439 1.146 0.528
H -0.476 -0.333 2.104
H -2.328 -0.212 0.264
*
```

The strongest force on any atom is 0.625 eV/A. The calculation puts the total energy at -343.35849 Eh. For the energy relative to the best compared isomer or geometry (same formula, charge and spin), the calculation gives 21.3 kcal/mol. The calculation puts the HOMO-LUMO gap at 0.33720 Eh.

No. 6
DFT (ωB97M-V with the def2-TZVPD basis set) results for a molecular structure, C3H10N2O3 at a distorted geometry.

Geometry as ORCA input:
```
! RIJCOSX wB97M-V def2-TZVPD def2/J DEFGRID3
* xyz 0 1
C -0.336 0.379 -0.366
C 0.211 1.145 0.722
C 0.544 -2.456 -0.348
N -0.242 -1.396 0.297
N 0.958 2.277 0.330
O -1.732 0.472 -0.620
O 0.377 0.402 -1.538
O -0.681 1.298 1.808
H -1.800 0.632 -1.573
H 1.149 0.969 -1.313
H -1.570 1.480 1.445
H -1.206 -1.674 0.474
H 0.222 -1.078 1.158
H 1.471 2.662 1.114
H 0.400 3.025 -0.093
H 0.040 -2.785 -1.255
H 0.662 -3.284 0.352
H 1.531 -2.069 -0.594
*
```

The strongest force on any atom is 2.161 eV/A. The calculation puts the total energy at -455.42893 Eh. For the energy relative to the best compared isomer or geometry (same formula, charge and spin), the calculation gives 89.5 kcal/mol. The calculation puts the HOMO-LUMO gap at 0.24879 Eh.

No. 7
DFT (ωB97M-V with the def2-TZVPD basis set) results for a single C4H6OS3 molecule at a distorted geometry.

Geometry as ORCA input:
```
! RIJCOSX wB97M-V def2-TZVPD def2/J DEFGRID3
* xyz 0 1
C 3.430 -0.689 -0.073
C 0.792 -0.290 0.176
C -0.622 0.224 0.250
C -3.379 -0.331 0.137
H 4.536 -0.166 0.032
H 3.376 -1.089 -1.159
H 3.272 -1.525 0.585
H -4.293 -1.084 -0.010
H -3.434 -0.047 1.394
H -3.623 0.599 -0.501
O 0.764 -1.459 0.285
S 2.166 0.628 -0.021
S -0.930 1.888 -0.054
S -1.690 -1.173 -0.272
*
```

The strongest force on any atom is 5.082 eV/A. The calculation puts the total energy at -1425.71299 Eh. For the energy relative to the best compared isomer or geometry (same formula, charge and spin), the calculation gives 57.1 kcal/mol. The calculation puts the HOMO-LUMO gap at 0.27377 Eh.